C44H90Br35NO2P | ωB97M-V/def2-TZVPD

```
173
Properties=species:S:1:pos:R:3:mulliken_charge:R:1
C -3.57426 3.07806 5.26717 -0.97
C -4.50385 3.54706 4.33689 -0.48
C -5.00992 2.73474 3.10857 1.82
C -6.52432 2.92586 2.90700 -1.63
C -7.41296 2.19003 3.96366 -0.43
N -6.65238 1.52856 5.04933 -0.17
O -4.35462 3.45026 2.08379 -0.46
P -2.75886 2.83935 1.68060 1.26
C -1.03596 2.14666 1.12710 0.17
C -0.21271 1.68196 2.35201 -0.25
C 1.20492 1.10599 2.05901 -0.62
Br 1.36798 0.08753 0.37828 -0.27
O -3.30398 1.21251 2.09994 -0.22
C -4.45521 1.27345 2.94781 0.63
C -5.43013 0.27149 2.24477 -1.48
H -2.53705 3.43558 5.22403 0.31
H -3.85208 2.31246 5.99659 0.16
H -4.96599 4.54083 4.43424 0.41
H -6.73583 4.00580 2.95322 0.49
H -6.78743 2.54993 1.90648 0.40
H -7.97204 1.40240 3.43447 0.22
H -8.15937 2.91317 4.33140 -0.30
H -6.92460 0.55356 5.09007 0.21
H -6.95185 1.92242 5.93469 0.19
H -2.25891 2.87595 3.03604 -0.84
H -2.17183 4.17717 1.58240 -0.19
H -3.15953 2.77044 0.29912 -0.39
H -1.18696 1.32731 0.40475 0.17
H -0.45801 2.93555 0.61422 -0.38
H -0.80007 0.95366 2.92322 -0.02
H -0.06009 2.56680 2.99537 0.20
H 1.47268 0.39927 2.85847 0.41
H 1.96408 1.89930 2.03586 0.32
H -4.16025 0.78482 3.88953 -0.11
H -5.36713 0.41660 1.15729 0.34
H -5.16484 -0.76700 2.49594 0.17
H -6.48579 0.40751 2.53802 0.27
Br 4.03313 2.78396 -1.12343 -0.12
C 4.35421 0.99763 -1.81407 0.13
C 5.58655 0.94217 -2.67045 -0.16
Br 5.23039 1.72625 -4.41811 -0.17
H 3.45644 0.70422 -2.35126 -0.22
H 4.46583 0.36892 -0.93553 0.09
H 5.86949 -0.09075 -2.86850 -0.10
H 6.43781 1.47099 -2.24988 0.54
Br -10.23979 2.85098 2.28415 -0.09
C -11.93296 3.00575 3.22790 -0.59
C -11.70897 3.04544 4.71574 -0.40
Br -11.30180 1.27449 5.41847 -0.14
H -12.55712 2.17555 2.91086 0.39
H -12.37262 3.94000 2.88205 0.34
H -12.61410 3.35693 5.23364 0.37
H -10.88896 3.69672 5.00406 0.13
Br 0.63219 3.88435 -1.52577 -0.11
C 0.78711 2.78354 -3.12370 0.00
C -0.55151 2.45505 -3.72691 -0.17
Br -1.46690 1.06416 -2.71980 -0.03
H 1.35228 1.89842 -2.83772 -0.14
H 1.37605 3.38029 -3.81602 0.09
H -0.41926 2.04306 -4.72821 0.41
H -1.22376 3.30614 -3.77549 0.04
Br -4.01011 -1.74023 -2.46296 -0.06
C -4.12890 -2.26351 -4.33473 -0.29
C -3.92192 -1.08537 -5.24901 -0.12
Br -5.50244 0.04993 -5.32148 -0.16
H -5.09314 -2.74545 -4.47020 0.25
H -3.33589 -2.99700 -4.47813 0.15
H -3.76313 -1.42134 -6.27264 0.37
H -3.09304 -0.45254 -4.94152 -0.16
Br 6.70417 -0.84828 0.44787 -0.14
C 6.90990 -2.64112 -0.27500 -0.14
C 8.09301 -2.72250 -1.20016 -0.51
Br 7.70478 -1.93960 -2.94337 -0.14
H 5.97212 -2.90622 -0.75331 0.45
H 7.06215 -3.27682 0.59570 -0.26
H 8.34339 -3.76064 -1.40864 0.34
H 8.96790 -2.21141 -0.80907 0.41
Br 8.29824 -4.89179 2.73782 -0.13
C 7.88418 -3.17019 3.56643 -0.37
C 6.55285 -3.21864 4.26572 -0.35
Br 5.10630 -3.10919 2.97102 -0.14
H 7.92274 -2.41446 2.78622 0.24
H 8.69153 -2.99725 4.27555 0.25
H 6.42242 -2.35488 4.91591 0.27
H 6.40995 -4.12711 4.84209 0.20
Br 2.72939 -1.74663 -4.48004 -0.17
C 1.29242 -0.52225 -4.96403 0.22
C -0.06443 -1.11962 -4.69504 0.16
Br -0.55466 -2.43298 -6.04986 -0.19
H 1.44460 -0.25352 -6.00535 0.50
H 1.44673 0.35593 -4.33809 -0.54
H -0.83416 -0.35211 -4.74948 -0.51
H -0.12487 -1.61896 -3.73298 0.51
Br -8.75514 4.81151 6.85493 -0.06
C -9.46844 6.41965 7.68731 -0.65
C -10.86364 6.19960 8.21165 -0.55
Br -12.17418 6.19943 6.76979 -0.15
H -9.41367 7.21121 6.94611 0.38
H -8.78524 6.64325 8.50481 0.34
H -11.16003 7.01821 8.86518 0.34
H -10.97418 5.25791 8.74067 0.37
Br -2.77277 5.33948 -2.50842 -0.08
C -1.74818 6.56021 -3.61980 -0.14
C -2.38724 6.75536 -4.96994 -0.57
Br -2.08669 5.22172 -6.13389 -0.16
H -0.73939 6.15779 -3.68184 -0.20
H -1.72926 7.50020 -3.06935 0.43
H -1.93570 7.59959 -5.48934 0.36
H -3.46166 6.90004 -4.91156 0.39
Br -3.62139 -0.56216 6.96254 -0.15
C -3.24434 -2.29811 6.16983 -0.58
C -1.97487 -2.27444 5.35900 -0.66
Br -2.23224 -1.39490 3.64190 -0.04
H -4.11528 -2.57166 5.58151 0.34
H -3.14739 -2.98170 7.01248 0.36
H -1.66542 -3.29086 5.11818 0.34
H -1.16016 -1.75899 5.85960 0.38
Br 5.01133 6.42949 -2.97909 -0.13
C 3.59505 7.60956 -3.60527 -0.68
C 2.24899 6.94164 -3.49445 -0.59
Br 2.01308 5.62932 -4.91447 -0.10
H 3.84435 7.89444 -4.62312 0.39
H 3.64502 8.48739 -2.96320 0.40
H 1.44647 7.66535 -3.63131 0.36
H 2.10473 6.41852 -2.55230 0.36
Br 9.33599 -0.82737 6.77637 -0.13
C 8.41139 -1.86800 8.13829 -0.61
C 9.06815 -3.20689 8.34804 -0.55
Br 8.64196 -4.43558 6.90025 -0.09
H 7.37535 -1.94903 7.82351 0.36
H 8.46708 -1.26844 9.04503 0.35
H 8.68709 -3.68101 9.25075 0.34
H 10.15085 -3.14698 8.40276 0.36
Br 6.65208 -7.40816 4.80790 -0.07
C 6.76050 -9.23991 4.14787 -0.58
C 7.84441 -9.40410 3.11705 -0.61
Br 7.27017 -8.69820 1.39703 -0.09
H 5.77771 -9.50303 3.76860 0.36
H 6.97808 -9.83788 5.03119 0.32
H 8.04626 -10.45888 2.93775 0.35
H 8.76863 -8.90137 3.38626 0.36
Br 5.82864 -6.15981 -0.41496 -0.08
C 5.68210 -7.42232 -1.88994 -0.55
C 6.03967 -6.77623 -3.20322 -0.63
Br 4.60708 -5.62775 -3.84899 -0.12
H 4.66957 -7.81389 -1.87076 0.38
H 6.38317 -8.22239 -1.65443 0.30
H 6.17217 -7.53207 -3.97540 0.36
H 6.93364 -6.16152 -3.14387 0.33
Br 1.36987 -2.41930 -9.72669 -0.12
C 0.01713 -2.91669 -11.03537 -0.56
C -1.37473 -2.75382 -10.48298 -0.60
Br -1.82931 -4.19360 -9.25487 -0.13
H 0.23410 -3.93543 -11.34172 0.35
H 0.17315 -2.24466 -11.87759 0.33
H -2.11090 -2.81631 -11.28251 0.35
H -1.50989 -1.82278 -9.94034 0.36
Br -7.12997 -4.59266 -3.17459 -0.12
C -6.60307 -6.34769 -3.82683 -0.55
C -5.27570 -6.29082 -4.53700 -0.62
Br -5.44848 -5.51908 -6.31704 -0.12
H -7.40964 -6.70749 -4.45843 0.36
H -6.53219 -6.97450 -2.93954 0.35
H -4.88427 -7.29391 -4.69653 0.37
H -4.53820 -5.69594 -4.00580 0.34
Br 8.22073 4.43425 -4.77889 -0.12
C 9.18699 3.03941 -5.73228 -0.56
C 9.17110 1.73926 -4.97111 -0.14
Br 10.41544 1.77280 -3.47220 -0.13
H 10.18939 3.41546 -5.91368 0.39
H 8.66576 2.92913 -6.68175 0.34
H 9.50928 0.92137 -5.60507 0.34
H 8.19252 1.50013 -4.56508 -0.17
```

Net charge = -1
Lowest unoccupied orbital energy = 1.27 eV
Gap between HOMO and LUMO = 4.59 eV
2S+1 = 1
Relative energy (zero: lowest compared OMol25 entry of this formula, charge and spin) = 45.3 kJ/mol